{"formula": "C57H154N9O25", "method": "wB97M-V/def2-TZVPD", "homo_energy_ev": -1.77, "total_charge": -1, "homo_lumo_gap_ev": 3.276, "e_lumo_ev": 1.5, "species": ["H", "C", "H", "O", "H", "N", "H", "H", "H", "H", "C", "H", "H", "H", "C", "C", "N", "H", "O", "H", "H", "C", "O", "C", "C", "H", "H", "H", "H", "H", "H", "C", "H", "C", "H", "C", "C", "H", "H", "C", "H", "H", "C", "H", "H", "H", "H", "H", "O", "O", "C", "C", "H", "H", "H", "H", "O", "H", "O", "H", "H", "H", "C", "H", "C", "C", "H", "C", "H", "H", "O", "H", "H", "C", "H", "H", "H", "H", "N", "H", "H", "H", "H", "H", "O", "O", "H", "H", "H", "O", "H", "H", "H", "O", "H", "H", "O", "H", "C", "H", "H", "H", "H", "O", "H", "C", "H", "N", "C", "H", "O", "O", "H", "C", "H", "H", "H", "H", "H", "H", "C", "C", "H", "H", "H", "H", "C", "H", "H", "H", "H", "H", "C", "H", "H", "H", "H", "H", "H", "H", "H", "N", "C", "H", "H", "C", "H", "H", "O", "H", "O", "C", "C", "C", "H", "C", "H", "H", "H", "H", "H", "H", "H", "H", "C", "C", "H", "H", "H", "C", "O", "C", "O", "C", "H", "H", "H", "C", "O", "O", "H", "H", "H", "C", "H", "H", "H", "H", "H", "H", "H", "C", "H", "H", "C", "H", "H", "C", "H", "H", "C", "H", "H", "N", "H", "H", "C", "O", "H", "H", "C", "H", "C", "C", "H", "H", "H", "H", "H", "C", "H", "H", "C", "C", "N", "O", "H", "C", "H", "H", "C", "C", "C", "H", "H", "H", "C", "H", "O", "N", "H", "H", "N", "H", "H"], "positions_angstrom": [[-1.362, 1.612, 1.293], [-5.739, 5.099, 10.204], [1.665, -8.726, 6.211], [10.834, 0.577, 1.584], [-6.284, 6.920, -5.716], [2.303, -8.965, 6.957], [-2.044, -1.070, 0.005], [-1.892, 2.874, -13.789], [-5.023, 6.856, 11.377], [2.036, 1.439, 1.965], [1.960, -1.020, 1.687], [-7.740, 4.752, 10.467], [-2.773, -0.827, -13.884], [-2.364, 9.532, 2.896], [10.729, 3.088, 1.203], [-0.470, 1.336, -1.727], [-7.046, 5.467, 10.633], [9.350, -3.191, -2.184], [-6.985, 5.975, -3.348], [8.569, 1.968, 8.560], [5.678, 1.280, 7.755], [-7.122, 4.779, -4.124], [0.391, -7.549, -9.188], [-1.424, 7.884, 2.820], [-9.278, -3.626, -6.124], [5.357, 4.119, 6.906], [7.486, -0.912, 8.148], [-1.336, 1.722, -2.265], [2.060, -1.009, 2.772], [-1.342, 2.904, -15.370], [0.358, 1.309, -2.436], [7.493, 10.711, -2.007], [-9.224, -0.390, -1.287], [6.882, 8.442, -2.283], [-0.228, -7.356, -9.896], [-0.989, -7.215, 1.239], [-5.301, 3.888, 11.140], [6.751, 2.116, 6.769], [5.285, 0.326, -7.949], [-1.799, -0.012, -0.084], [1.145, -4.260, 7.505], [12.320, 1.763, 0.735], [0.128, 8.757, -6.124], [-0.436, 8.318, 2.974], [7.296, 11.662, -2.502], [1.088, -7.048, 1.651], [3.894, 6.882, -2.060], [-2.627, 9.018, 4.810], [-2.065, 8.302, 5.114], [-10.023, -2.192, -0.779], [-0.360, -0.240, 1.873], [-1.018, 0.313, -13.320], [8.440, -3.236, -3.573], [5.441, 7.915, -3.751], [-0.103, 2.699, -14.197], [-1.218, 7.130, 2.060], [-4.042, 3.365, 10.696], [-5.656, -7.131, 10.138], [-9.916, -3.498, -7.361], [-7.368, 4.140, -7.607], [-9.283, -0.801, 0.411], [-1.592, 6.375, 4.371], [7.697, -6.841, 0.979], [-7.270, -3.590, -6.918], [6.592, 1.870, 7.819], [5.117, 3.778, 7.913], [-0.555, -6.834, -6.732], [5.053, -0.712, -7.710], [3.267, -6.450, 7.547], [-5.877, -4.473, 7.677], [-1.223, -7.782, 2.497], [-2.712, 0.484, -0.415], [4.268, 3.110, 7.764], [-0.364, -8.348, -8.308], [8.827, -5.514, -2.612], [-7.299, 6.176, 9.960], [-7.765, 3.124, -6.256], [-9.874, -4.234, -5.444], [7.441, 0.815, 9.920], [-6.187, 4.234, -3.991], [-7.967, 4.170, -3.804], [-4.262, -4.183, 7.437], [10.965, 3.902, 0.518], [1.254, -3.849, 9.268], [0.726, -6.785, -0.353], [-11.815, -0.062, -1.558], [0.045, -9.358, -8.333], [-1.579, 6.940, -7.456], [0.031, 0.045, -13.194], [1.600, -5.809, 8.768], [6.832, 5.889, -2.036], [6.075, -4.534, -2.524], [-1.593, -7.718, 0.483], [-4.846, -5.723, 6.177], [-1.881, -7.251, 2.950], [-2.254, -0.844, -2.486], [-2.296, 8.820, 2.256], [0.937, -7.618, -5.392], [8.125, -0.078, 7.857], [-1.365, -1.417, -11.202], [7.067, -7.681, 1.272], [-6.766, -6.216, 9.216], [9.216, 1.976, 1.687], [9.292, 2.878, 1.368], [-3.928, -5.794, 10.591], [8.015, -4.912, -2.203], [-5.261, 7.066, 9.766], [6.716, -5.264, -2.799], [-11.126, 0.109, -0.380], [0.758, 8.962, -6.990], [-0.631, 6.802, -7.400], [6.214, 3.073, 8.467], [-3.007, -0.662, -11.389], [8.013, -5.161, -0.712], [-5.837, -5.980, 4.446], [-6.762, -6.413, 5.913], [-3.174, 7.100, 3.880], [-1.786, -2.906, -14.049], [5.190, -0.834, -6.635], [11.087, 3.466, 2.160], [-2.271, -1.350, -11.804], [0.483, -7.460, 0.843], [9.034, -5.041, -0.349], [7.426, -4.472, -0.105], [-11.847, -0.241, 0.358], [-0.606, -0.822, -3.134], [-1.524, 0.535, 1.317], [-5.924, 5.044, -1.725], [4.190, 8.611, -1.776], [3.367, -1.034, -9.065], [8.736, -7.155, 1.074], [2.957, -0.765, 1.328], [1.667, -4.433, 8.446], [10.925, 1.416, -0.218], [-5.787, 4.793, 9.159], [-7.660, 4.989, -1.586], [0.711, -5.832, -0.236], [-1.384, -8.360, -8.693], [-12.112, -0.975, -1.558], [-0.042, 0.202, 2.818], [7.208, 8.284, -1.256], [-4.040, -5.167, 9.807], [11.236, 1.667, 0.797], [0.769, 2.016, 0.885], [-6.112, 3.159, 11.145], [-9.870, -0.793, -0.508], [-1.665, 9.392, -5.512], [-1.130, -1.820, -14.945], [6.470, 9.840, -2.312], [-7.333, -4.094, -5.217], [1.550, -1.066, -1.219], [-1.918, -1.028, -13.239], [2.087, -8.085, 8.155], [-2.118, 7.284, 4.078], [6.304, -5.872, -2.106], [-7.834, -4.164, -6.183], [1.771, -2.059, 1.415], [0.684, 9.186, -5.291], [8.467, 10.493, -2.445], [3.242, -8.819, 6.616], [-8.277, 5.559, -5.802], [-2.691, -2.352, -11.718], [-6.693, 6.333, -7.147], [0.705, -8.525, 0.765], [-0.256, -7.873, -6.876], [7.752, 1.247, 8.545], [4.105, -8.106, 8.949], [-10.024, -4.389, -7.703], [2.275, 1.357, 0.210], [-1.201, -0.972, -2.233], [7.588, -6.485, -0.359], [3.561, -1.012, -7.992], [5.861, -1.640, -8.438], [1.542, 1.258, 1.010], [-2.375, 0.357, 1.975], [5.531, 5.438, -2.930], [3.093, -9.455, 9.579], [0.920, -0.156, 0.997], [-1.075, 9.511, -6.260], [1.059, -7.894, -6.303], [4.811, 4.599, 8.561], [1.096, -8.246, 8.578], [-6.869, 6.464, -1.282], [3.110, -8.409, 9.273], [11.513, -0.102, 1.614], [-10.972, 1.171, -0.193], [-0.794, 6.990, -5.302], [8.277, -0.012, 6.780], [-0.890, -8.574, -6.334], [-3.752, -6.579, 8.441], [7.587, 10.869, -0.932], [-7.275, 5.150, -5.676], [-6.093, 3.513, -6.480], [0.778, 6.730, -5.954], [-1.131, 2.414, -14.420], [7.519, -6.072, 1.731], [3.013, -2.015, -6.434], [-0.149, 7.275, -6.133], [9.071, -0.326, 8.339], [-8.684, -5.714, -6.937], [-6.834, 5.601, -1.948], [6.688, -1.250, -8.730], [-3.073, 2.137, 9.375], [0.465, -0.717, -0.365], [7.177, 1.641, 10.438], [1.746, -6.365, 6.878], [-4.961, -5.019, 7.451], [-1.268, 1.019, -14.492], [-1.190, -2.034, -1.986], [-0.582, -1.296, 2.029], [-4.849, 6.319, 10.444], [-1.218, 0.914, -12.432], [5.775, 7.545, -2.782], [-6.064, -5.700, 5.475], [-5.907, -7.558, 8.503], [2.727, -4.246, 8.277], [-3.768, 6.197, 10.378], [-6.605, -4.753, 5.484], [-0.330, 2.104, -0.967], [8.342, -3.449, -2.509], [3.033, -0.211, -7.475], [-3.057, -5.105, 9.583], [-7.098, 3.926, -6.573], [-4.565, -5.910, 8.726], [-1.199, -2.087, -13.974], [3.320, -2.226, -7.319], [-4.804, 1.916, 9.477], [-4.016, 2.669, 9.502], [7.633, -2.698, -2.160], [2.804, -7.991, 10.231], [-5.786, -6.689, 9.151], [4.638, 7.618, -1.756], [-0.675, -0.036, -1.112], [-5.278, 4.219, 12.178], [-9.061, -2.673, -5.643], [-10.616, -2.636, -0.168], [2.230, -6.663, 7.808], [7.741, 8.189, -2.904], [-7.848, -5.520, -6.508], [-6.336, 6.060, -6.243], [4.929, 7.356, -0.739], [-4.145, 3.357, 8.667], [6.236, 6.151, -2.808], [6.518, 0.411, 9.843], [-1.172, -6.143, 1.158]], "forces_ev_per_a": [[0.24, 0.09, 0.05], [1.42, -1.57, 2.30], [-0.10, 0.13, -0.05], [-0.56, 0.34, 1.15], [0.07, 0.16, 0.28], [-0.13, 0.37, 1.34], [-0.26, -0.12, 0.36], [0.28, -0.10, 0.77], [-0.28, -0.79, 0.57], [0.08, 0.05, 0.12], [0.72, -1.36, -1.15], [0.06, -0.47, 0.05], [-0.64, 0.54, 0.63], [-0.04, 0.32, -0.23], [-1.84, -2.19, 1.07], [0.43, 0.59, 0.06], [-1.42, 0.91, -0.07], [-0.01, 0.05, 0.61], [-0.32, -0.79, 1.34], [0.13, -0.16, -0.02], [0.00, -0.92, 0.39], [1.14, 1.33, -1.81], [-0.06, 0.39, -0.61], [-0.39, -1.33, 0.11], [1.86, 0.33, 1.33], [0.16, 0.43, -0.08], [-0.45, 0.30, -0.27], [-0.37, -0.47, -0.25], [-0.73, 0.61, 0.21], [0.03, -0.66, -0.49], [0.24, 0.11, 0.20], [0.59, 1.22, -0.26], [-0.22, -0.16, -0.16], [0.44, 0.90, -0.15], [0.48, 0.34, -0.25], [0.93, -0.80, -1.08], [0.05, 0.89, -2.05], [0.82, -0.11, -0.30], [0.15, 0.14, -0.26], [-1.07, -0.09, 0.65], [-0.24, 0.31, -0.07], [0.35, -0.29, 0.19], [-0.39, 0.52, -0.34], [0.01, 0.11, 0.79], [-0.50, 0.25, 0.32], [0.27, -0.11, 0.19], [-0.31, 0.11, 0.08], [-0.16, 0.00, 0.19], [0.20, -0.83, -0.07], [-0.82, 0.42, -1.03], [1.52, 1.12, 0.28], [-0.87, -1.40, 1.28], [-0.39, -0.53, -0.29], [0.08, -0.26, -0.12], [-0.01, 0.14, 0.57], [-0.45, -0.25, -0.04], [-0.08, 0.49, 2.12], [0.26, -0.03, 0.21], [0.08, 0.18, -0.28], [0.29, 0.14, -0.01], [0.10, 0.68, 0.27], [-0.14, 0.21, 0.53], [1.27, -0.26, 0.49], [0.08, 0.14, -0.12], [-1.47, 1.43, -0.45], [0.23, -0.90, -0.49], [-0.81, -0.05, -0.41], [-0.38, 0.04, -0.76], [0.61, 0.42, 0.76], [-0.69, -0.68, -0.49], [-0.25, 0.16, 0.73], [-0.06, 0.12, -0.68], [-0.30, -0.19, 0.24], [1.10, -0.01, 0.35], [-0.21, -0.28, -0.29], [-0.59, 0.60, 0.23], [-0.22, -0.16, 0.00], [-0.01, -0.08, 0.20], [-0.46, 1.01, -0.02], [0.04, -0.46, -0.10], [-0.15, 0.02, -0.03], [0.52, -0.08, -0.24], [-0.33, -0.52, -0.62], [0.08, -0.10, -0.15], [0.42, -0.51, -1.06], [-1.23, 0.50, -2.08], [-0.09, -0.31, -0.04], [-0.05, 0.17, 0.07], [0.27, -0.27, -0.39], [0.37, -0.75, 0.84], [-0.13, 0.19, 0.11], [-0.05, 1.28, -0.75], [-0.30, 0.08, -0.14], [-0.67, 1.19, 1.80], [-0.03, -0.10, 0.11], [-0.17, 0.84, 0.08], [-0.33, 0.76, -0.42], [0.18, 0.04, 0.07], [1.29, 0.47, 0.40], [0.02, 0.40, 0.16], [-0.19, -0.03, -0.61], [0.28, 0.68, -0.30], [-0.20, -0.12, 0.15], [0.64, 1.13, -0.48], [-0.71, -0.16, 0.48], [-0.67, 0.70, 0.04], [0.72, 0.26, -0.63], [-0.20, -0.10, 0.84], [0.14, -1.80, 0.38], [-0.30, 0.20, -0.26], [0.23, 0.26, 0.63], [0.17, 0.78, 0.97], [0.28, 0.15, -0.01], [0.69, -0.45, 1.54], [-0.15, 0.00, 0.03], [-0.13, -0.34, -0.07], [0.14, -0.38, -0.35], [-0.17, -0.33, 0.43], [0.14, -0.09, 0.10], [0.47, -0.47, 0.26], [0.23, -0.85, -0.24], [-0.92, 1.04, 1.04], [0.44, 0.08, 0.08], [-0.40, 0.43, -0.35], [0.53, -0.07, 1.06], [0.02, -0.18, -0.03], [0.23, -0.82, -0.55], [0.26, 0.03, -0.41], [-0.16, 0.02, 0.23], [-0.22, -0.33, 0.16], [0.25, -0.21, 0.72], [0.03, -0.17, -0.30], [0.70, -0.99, -0.40], [-0.28, 0.58, -0.24], [0.70, -0.11, -0.14], [-0.28, -0.28, -0.38], [0.02, 0.08, 0.20], [-0.31, -0.18, 0.72], [0.00, -0.04, -0.37], [-0.19, -0.10, 0.54], [-0.28, -0.67, 0.27], [1.12, 1.30, 1.06], [1.71, 1.35, -1.40], [0.09, 0.20, -0.07], [0.04, -0.60, -0.42], [0.93, 0.35, 1.73], [0.24, -0.21, 0.22], [0.30, 0.48, -0.14], [-0.15, -1.95, -1.09], [-0.16, 0.31, 0.11], [-0.55, 0.84, 0.46], [1.09, 1.77, -1.53], [0.48, -1.56, 0.35], [1.15, 1.39, -0.51], [0.13, -1.59, -0.25], [-1.00, 0.07, -0.08], [0.11, -0.17, -0.12], [0.13, -0.71, 0.49], [0.20, -0.80, 0.13], [0.17, -0.02, -0.13], [-0.48, -0.21, 0.21], [-0.23, -0.10, -0.19], [0.14, -0.05, -0.23], [-0.02, 0.09, -0.35], [-0.06, 0.36, 0.60], [-0.71, -1.43, -0.43], [0.08, -0.01, 0.34], [-0.21, 0.04, -0.29], [-0.03, -0.13, -0.08], [0.64, -0.32, -0.19], [-1.18, 0.40, -1.48], [1.95, 0.54, 1.53], [-0.19, 0.05, 0.03], [-0.72, 0.02, -0.30], [-0.36, 0.10, -0.11], [-0.19, 0.36, 0.04], [0.21, -0.37, -0.75], [-1.40, 0.31, -0.58], [-0.07, 0.26, -0.72], [-0.08, -0.74, -0.79], [0.33, -0.10, -0.01], [-0.16, -0.18, -0.32], [0.23, 0.39, -0.55], [-0.84, -0.68, 0.02], [0.03, 0.21, -0.07], [0.59, -0.15, -0.16], [-0.39, 0.00, -0.04], [-0.17, -0.05, 0.02], [-0.35, 0.16, 0.37], [-0.46, -0.58, -0.81], [0.17, 0.00, 0.17], [-0.63, -1.27, 0.78], [0.09, 0.32, -0.23], [0.15, 0.04, -0.08], [-0.01, 0.40, -0.37], [-0.18, 0.56, -0.28], [-0.05, -0.10, 0.04], [0.44, -0.56, 0.04], [0.25, -0.27, -0.33], [0.16, -0.25, -0.08], [-0.43, 0.33, -0.32], [-0.11, 0.20, 0.20], [0.11, 0.24, 0.28], [0.87, -0.40, -0.16], [0.39, 0.52, 0.39], [-0.43, -0.65, -0.56], [2.02, -0.17, 1.00], [-0.37, -0.01, -1.05], [0.65, 0.00, 0.37], [-0.20, 0.01, -0.07], [-0.44, 0.63, -0.43], [-0.47, 0.28, 0.08], [-0.70, -0.78, 2.57], [-0.29, -0.60, -0.24], [-0.12, 0.03, -0.25], [0.09, 0.80, 0.09], [-0.19, -0.22, -0.55], [0.40, 0.42, -0.03], [0.50, -0.03, 0.11], [0.79, 0.27, -0.48], [-0.44, 0.25, -0.45], [0.41, 1.03, -0.12], [-0.95, -0.99, 0.94], [-1.51, -0.47, -2.35], [0.27, -0.43, 0.49], [-0.87, -0.68, -0.56], [-0.25, -0.15, -0.15], [-0.56, -0.20, -0.66], [-0.12, -0.29, 0.45], [0.23, 0.95, -0.26], [-0.26, -1.53, 0.32], [-0.85, 0.29, -0.84], [-0.25, -0.69, 1.16], [0.71, 0.20, -0.11], [-1.02, 0.52, -0.32], [0.00, 0.26, 0.33], [-1.15, 2.33, -1.07], [0.41, 0.75, -0.33], [0.22, -1.25, -0.45], [1.21, 1.48, 0.51], [0.37, 0.09, -0.10], [-0.01, -0.10, -0.33], [1.02, 0.26, -1.04], [-0.23, -0.81, 0.00], [-0.11, 0.12, 0.35]], "mulliken_charge": [0.32, 0.52, 0.27, -0.55, 0.24, -0.70, 0.41, 0.32, 0.37, 0.46, -1.96, 0.24, 0.29, 0.30, -0.34, -1.77, -0.78, 0.37, -0.31, 0.36, 0.36, -0.74, -0.49, -0.37, -0.59, 0.29, 0.30, 0.39, 0.37, 0.27, 0.39, -0.79, 0.24, -0.71, 0.32, -0.27, -0.72, 0.42, 0.34, -1.30, 0.30, 0.34, -0.32, 0.24, 0.27, 0.26, 0.38, 0.28, -0.52, -0.52, -1.30, -0.77, 0.38, 0.22, 0.31, 0.31, -0.32, 0.38, -0.47, 0.37, 0.32, 0.32, -0.75, 0.22, -0.77, -0.73, 0.31, -0.24, 0.32, 0.37, -0.50, 0.39, 0.31, -0.46, 0.20, 0.27, 0.36, 0.36, -0.79, 0.38, 0.37, 0.32, 0.28, 0.22, -0.50, -0.50, 0.22, 0.29, 0.38, -0.33, 0.21, 0.30, 0.21, -0.26, 0.29, 0.36, -0.51, 0.32, -1.30, 0.32, 0.26, 0.31, 0.34, -0.53, 0.28, 0.51, 0.34, -0.70, -0.42, 0.23, -0.51, -0.30, 0.34, -0.80, 0.24, 0.28, 0.25, 0.22, 0.20, 0.23, -1.37, -0.39, 0.42, 0.37, 0.28, 0.36, -0.54, 0.32, 0.33, 0.29, 0.29, 0.39, -0.71, 0.29, 0.33, 0.29, 0.31, 0.38, 0.33, 0.38, 0.34, -0.80, -0.37, 0.34, 0.35, -0.31, 0.30, 0.27, -0.30, 0.29, -0.91, 0.51, 0.37, -0.30, 0.30, -0.23, 0.43, 0.30, 0.32, 0.25, 0.23, 0.39, 0.25, 0.27, -0.34, 0.31, 0.31, 0.32, 0.37, -1.83, -0.36, -0.47, -0.52, -1.90, 0.36, 0.25, 0.38, 1.78, -0.53, -0.53, 0.24, 0.28, 0.29, -1.35, 0.30, 0.30, 0.32, 0.37, 0.28, 0.22, 0.29, 0.43, 0.36, 0.27, -0.76, 0.31, 0.31, -0.35, 0.34, 0.27, -0.77, 0.30, 0.24, 0.19, 0.31, 0.40, -0.83, -0.33, 0.40, 0.33, -1.36, 0.39, 0.42, -0.68, 0.33, 0.32, 0.31, 0.30, 0.32, -1.46, 0.30, 0.29, -1.38, 0.62, -0.79, -0.51, 0.31, -0.69, 0.36, 0.32, -1.37, -1.26, 1.78, 0.33, 0.31, 0.29, -0.64, 0.40, -0.48, -0.68, 0.29, 0.26, -0.66, 0.27, 0.32]}